Record 1
{"formula": "C29H30Cl2FFeN3O3S2", "method": "ωB97M-V/def2-TZVPD", "lumo_ev": [2.2, 2.1], "largest_force_ev_per_a": 0.58, "orbital_gap_ev": [6.5, 6.5], "total_charge": -1, "multiplicity": 6, "s2": 8.758, "elements": ["Fe", "Cl", "C", "C", "C", "Cl", "C", "O", "C", "C", "O", "C", "H", "H", "H", "F", "C", "C", "C", "C", "C", "C", "H", "H", "H", "H", "C", "N", "C", "C", "C", "C", "C", "C", "C", "C", "H", "H", "H", "H", "H", "H", "H", "H", "H", "H", "H", "H", "C", "S", "C", "O", "H", "H", "H", "H", "H", "H", "C", "C", "C", "C", "N", "C", "S", "N", "H", "H", "H", "H", "H"], "coordinates": [[-0.298935, 0.364732, -0.179530], [3.453725, -1.563544, 5.916430], [2.352558, -1.031693, 4.673674], [1.016411, -0.789296, 5.010347], [0.135659, -0.370917, 4.050353], [-1.518448, -0.071590, 4.475605], [0.515206, -0.176655, 2.689120], [-0.338972, 0.209831, 1.827348], [1.887276, -0.421615, 2.395305], [2.433238, -0.203985, 1.080533], [1.848761, 0.184248, 0.074057], [2.782354, -0.847292, 3.389827], [0.678281, -0.933505, 6.027187], [3.517909, -0.386313, 1.000847], [3.817496, -1.028597, 3.127224], [0.645252, -1.217003, -6.145436], [0.447394, -0.883898, -4.836503], [-0.342318, -1.698313, -4.053046], [-0.535135, -1.346821, -2.720623], [0.045975, -0.207140, -2.163327], [0.831181, 0.580609, -3.005177], [1.043136, 0.257212, -4.343393], [-0.790809, -2.587952, -4.478957], [-1.153578, -1.984533, -2.101200], [1.300389, 1.481611, -2.619902], [1.654929, 0.871274, -4.992591], [2.918888, 3.845394, 0.556853], [2.026242, 4.069052, 1.680892], [2.723743, 3.827410, 2.927615], [0.853345, 3.199807, 1.593055], [-0.031101, 3.489709, 0.400337], [-0.309411, 4.825888, 0.104760], [-1.136317, 5.161551, -0.953432], [-1.699939, 4.150947, -1.722809], [-1.425136, 2.825625, -1.418555], [-0.587489, 2.451336, -0.356659], [3.764456, 4.533451, 0.616524], [2.391858, 4.020581, -0.380109], [3.311677, 2.814237, 0.536183], [3.585569, 4.492786, 3.007739], [3.084457, 2.786330, 3.013146], [2.058020, 4.020768, 3.770218], [0.273930, 3.336794, 2.512723], [1.156735, 2.147362, 1.572320], [0.148416, 5.599565, 0.711154], [-1.337854, 6.202619, -1.178677], [-2.341592, 4.394898, -2.562559], [-1.861971, 2.050088, -2.040641], [-4.826907, 0.491695, 0.072005], [-3.235756, 0.160759, 0.825741], [-3.549833, -1.500817, 1.393073], [-2.337217, 0.006614, -0.392240], [-4.994553, -0.251347, -0.706474], [-4.776917, 1.489758, -0.358489], [-5.604409, 0.447893, 0.834091], [-4.280372, -1.448202, 2.201613], [-2.594540, -1.898272, 1.737886], [-3.892670, -2.114331, 0.560325], [1.336739, -5.384353, -2.979146], [0.210425, -5.126924, -2.018949], [-0.960300, -5.877540, -2.039657], [-1.932717, -5.499840, -1.127607], [-1.795046, -4.495175, -0.280320], [-0.613618, -3.823840, -0.307833], [-0.423632, -2.468179, 0.737614], [0.384767, -4.127674, -1.167425], [1.225701, -6.342769, -3.487060], [2.286452, -5.356805, -2.446426], [1.364790, -4.590529, -3.728631], [-1.105755, -6.701281, -2.725184], [-2.880085, -6.033866, -1.085132]], "forces_ev_per_angstrom": [[0.056, -0.217, -0.535], [0.033, -0.010, 0.026], [-0.008, 0.007, -0.040], [-0.030, 0.015, -0.021], [0.021, -0.026, 0.028], [-0.019, -0.004, 0.001], [0.071, -0.059, -0.016], [-0.100, 0.122, 0.035], [-0.060, 0.050, 0.089], [0.016, -0.051, -0.050], [-0.032, 0.140, 0.160], [-0.021, 0.007, -0.005], [-0.005, 0.000, 0.000], [-0.006, -0.034, -0.029], [0.001, -0.005, 0.002], [0.002, -0.004, -0.005], [-0.001, 0.007, 0.025], [-0.007, -0.020, -0.018], [-0.022, 0.040, -0.032], [-0.086, 0.023, 0.196], [0.058, -0.001, -0.013], [0.004, -0.010, 0.014], [0.000, -0.002, -0.005], [-0.017, 0.001, -0.005], [-0.007, -0.004, 0.012], [-0.003, -0.003, -0.007], [0.011, 0.000, 0.007], [0.003, 0.003, -0.002], [-0.003, 0.007, -0.004], [0.009, 0.009, 0.005], [-0.019, -0.028, 0.083], [-0.012, 0.002, 0.005], [-0.003, -0.006, 0.000], [-0.008, 0.011, 0.015], [0.004, -0.056, 0.002], [0.103, 0.019, -0.138], [-0.002, 0.001, -0.002], [-0.005, 0.006, 0.000], [-0.008, -0.010, 0.003], [0.001, -0.002, -0.001], [-0.002, -0.003, 0.003], [0.001, 0.004, 0.000], [0.000, -0.008, -0.006], [0.012, -0.011, -0.014], [0.000, 0.004, -0.002], [0.000, 0.001, -0.002], [-0.002, 0.004, 0.003], [0.006, 0.001, 0.001], [0.058, -0.005, 0.002], [-0.136, -0.090, 0.074], [-0.140, 0.090, 0.059], [0.028, 0.064, 0.150], [-0.012, -0.002, -0.002], [0.003, 0.003, -0.010], [0.015, -0.001, 0.009], [-0.036, 0.007, -0.013], [0.016, -0.003, 0.001], [-0.012, 0.014, -0.014], [0.008, 0.001, -0.003], [0.004, 0.006, -0.003], [-0.015, 0.013, 0.016], [0.010, -0.030, -0.034], [0.042, -0.031, 0.096], [-0.131, 0.182, -0.345], [0.340, -0.078, 0.137], [0.047, -0.060, 0.112], [-0.003, 0.001, 0.000], [0.001, -0.010, 0.000], [-0.010, 0.010, 0.008], [-0.004, 0.009, -0.006], [0.001, 0.004, 0.003]]}

Record 2
{"formula": "C32H47NO20P", "method": "ωB97M-V/def2-TZVPD", "lumo_ev": 1.9, "largest_force_ev_per_a": 1.17, "orbital_gap_ev": 6.0, "total_charge": -1, "multiplicity": 1, "elements": ["C", "C", "O", "P", "O", "C", "C", "C", "N", "C", "C", "C", "C", "C", "C", "C", "C", "C", "C", "O", "O", "O", "C", "C", "H", "H", "H", "H", "H", "H", "H", "H", "H", "H", "H", "H", "H", "H", "H", "H", "H", "H", "H", "H", "H", "H", "H", "H", "H", "H", "H", "C", "C", "O", "C", "O", "O", "H", "H", "H", "H", "C", "C", "O", "C", "O", "O", "H", "H", "H", "H", "C", "C", "O", "C", "O", "O", "H", "H", "H", "H", "C", "C", "O", "C", "O", "O", "H", "H", "H", "H", "C", "C", "O", "C", "O", "O", "H", "H", "H", "H"], "coordinates": [[1.113452, -3.487577, -2.739140], [0.088609, -4.108987, -1.807967], [-0.583603, -3.023318, -1.139975], [-1.756371, -3.434783, -0.121807], [-1.793814, -4.868434, 0.180758], [-1.556969, -2.340116, 1.297236], [-0.746590, -2.949425, 2.453783], [0.645920, -2.314295, 2.587996], [0.631551, -1.390296, 3.720433], [1.881646, -0.597820, 3.874136], [1.478640, 0.840679, 4.175405], [2.522688, 1.919333, 3.892728], [3.174059, 1.900217, 2.531652], [4.476896, 2.396841, 2.403259], [5.139834, 2.428881, 1.179364], [4.490872, 1.953969, 0.042915], [3.185004, 1.471053, 0.144001], [2.536242, 1.450678, 1.376615], [2.677117, -1.237373, 5.035630], [2.248797, -1.055405, 6.196690], [3.649006, -1.938406, 4.683807], [-3.112937, -2.942812, -0.835640], [-2.996946, -1.615042, -1.383610], [-2.719007, -1.608710, -2.877908], [1.602277, -2.668548, -2.217526], [0.595126, -3.040741, -3.583435], [1.841494, -4.222294, -3.062499], [0.548216, -4.783120, -1.095943], [-0.648275, -4.650124, -2.397746], [-2.547761, -1.995601, 1.579721], [-1.010581, -1.462066, 0.950644], [-0.647759, -4.022248, 2.302088], [-1.318989, -2.836682, 3.368108], [1.410505, -3.081919, 2.736915], [0.837746, -1.731890, 1.689552], [0.454429, -1.900631, 4.575652], [2.473708, -0.724522, 2.975454], [1.296884, 0.850411, 5.250833], [0.518452, 1.074950, 3.720380], [3.292180, 1.950354, 4.658921], [2.010797, 2.885118, 3.954388], [4.988400, 2.770118, 3.277587], [6.139724, 2.832975, 1.137949], [5.007222, 1.978547, -0.906554], [2.696345, 1.112556, -0.747390], [1.529534, 1.059570, 1.438626], [-2.202849, -1.050664, -0.898192], [-3.936723, -1.101372, -1.220233], [-3.018582, -0.638090, -3.259682], [-1.652914, -1.708803, -3.057283], [-3.264236, -2.401898, -3.380711], [-1.620270, 2.909511, -3.473686], [-1.997270, 2.435744, -2.091480], [-0.944901, 1.511408, -1.779168], [0.130104, 1.836848, -2.537692], [1.217557, 1.378435, -2.397859], [-0.196856, 2.757179, -3.471904], [-1.889407, 3.940464, -3.653560], [-2.046380, 2.279031, -4.258642], [-1.971530, 3.237461, -1.356905], [-2.969970, 1.948577, -2.057581], [-7.880876, -2.501405, -2.641195], [-7.654990, -1.733476, -1.357244], [-6.424569, -1.048321, -1.632864], [-6.293379, -0.931787, -2.973391], [-5.463663, -0.277254, -3.521353], [-7.226211, -1.666545, -3.612226], [-8.929788, -2.625417, -2.896755], [-7.393600, -3.475246, -2.627449], [-8.433216, -0.992801, -1.161962], [-7.545179, -2.376058, -0.488130], [8.960995, 4.126737, 5.531428], [8.506609, 2.933480, 4.718160], [7.283408, 3.402081, 4.148688], [7.320668, 4.755523, 4.111157], [6.537151, 5.442312, 3.545706], [8.388367, 5.221874, 4.812580], [10.042423, 4.226981, 5.580341], [8.554781, 4.119712, 6.544532], [9.198534, 2.686446, 3.910849], [8.328963, 2.045920, 5.319457], [-4.524753, -4.614943, -5.232212], [-3.753483, -5.164011, -4.049162], [-4.762768, -5.226252, -3.038459], [-5.964380, -5.302281, -3.641371], [-6.987604, -5.511879, -3.067449], [-5.855904, -5.081776, -4.970477], [-4.171257, -4.989856, -6.188957], [-4.535234, -3.523615, -5.254816], [-3.371542, -6.170883, -4.226347], [-2.935472, -4.522642, -3.731360], [1.243833, 6.403074, -0.308986], [1.290710, 4.892243, -0.413626], [0.009965, 4.601010, -0.989971], [-0.422408, 5.694622, -1.652575], [-1.364869, 5.699025, -2.383498], [0.359301, 6.760340, -1.383798], [2.213946, 6.872925, -0.443165], [0.805982, 6.744437, 0.630319], [2.068162, 4.537342, -1.090876], [1.401804, 4.393473, 0.544947]], "forces_ev_per_angstrom": [[-0.454, 0.326, 0.407], [0.164, 0.382, -0.684], [0.039, -0.258, 0.327], [-0.304, -0.161, 0.613], [-0.073, -0.207, -0.088], [0.342, 0.201, -0.294], [0.091, -0.411, -0.392], [-0.505, 0.049, 1.052], [-0.045, 0.358, -0.591], [-0.818, -0.179, 0.459], [0.313, 0.033, 0.347], [-0.393, 0.204, -0.436], [0.552, 0.116, -0.114], [-0.070, -0.074, -0.235], [-0.642, -0.120, 0.214], [-0.044, 0.133, 0.284], [0.454, 0.158, 0.081], [0.117, 0.029, -0.097], [0.654, -0.254, 0.100], [-0.319, 0.214, 0.036], [0.211, -0.133, -0.133], [0.592, 0.257, -0.254], [-0.269, 0.312, -0.611], [0.406, 0.129, 0.377], [0.289, -0.055, 0.063], [0.107, -0.041, -0.277], [0.098, -0.060, -0.159], [-0.071, -0.040, 0.262], [-0.073, -0.322, 0.088], [-0.165, -0.108, 0.126], [-0.169, 0.184, -0.067], [-0.045, -0.140, -0.075], [0.088, 0.152, 0.242], [0.164, -0.073, -0.339], [0.403, -0.084, -0.129], [0.086, 0.004, 0.123], [0.082, 0.184, -0.199], [-0.141, 0.021, 0.110], [-0.015, -0.014, -0.401], [0.163, -0.200, 0.086], [-0.026, 0.117, 0.195], [0.016, -0.015, 0.138], [0.147, 0.006, -0.096], [-0.069, -0.089, -0.144], [-0.159, -0.054, 0.026], [-0.086, -0.056, 0.026], [-0.038, 0.064, 0.202], [-0.202, -0.088, 0.328], [-0.172, 0.005, -0.242], [0.122, -0.263, -0.113], [-0.176, 0.053, -0.117], [-0.284, -0.100, -0.234], [-0.295, 0.075, 0.195], [0.066, 0.030, -0.219], [-0.144, 0.073, 0.119], [0.059, -0.080, -0.112], [-0.009, -0.112, -0.007], [0.147, 0.129, 0.017], [0.092, -0.086, 0.041], [-0.002, 0.045, -0.043], [0.129, -0.230, 0.014], [-0.041, -0.158, 0.111], [-0.112, -0.019, 0.071], [-0.066, 0.063, -0.027], [-0.032, -0.057, -0.039], [-0.002, 0.107, 0.055], [-0.037, -0.033, 0.033], [0.035, 0.098, -0.129], [-0.129, 0.128, 0.030], [0.036, 0.032, -0.039], [0.192, 0.038, -0.003], [0.090, -0.048, 0.116], [0.086, -0.220, 0.073], [0.067, 0.174, 0.010], [0.014, -0.055, 0.002], [-0.027, 0.050, -0.029], [-0.010, -0.060, -0.008], [-0.016, 0.140, -0.094], [-0.034, -0.019, -0.019], [0.002, 0.046, -0.007], [-0.178, 0.006, -0.053], [0.149, 0.081, -0.084], [0.204, -0.002, -0.075], [-0.053, -0.012, -0.066], [0.157, -0.010, 0.134], [-0.072, -0.130, -0.128], [0.024, -0.017, 0.012], [-0.158, -0.089, -0.017], [-0.024, 0.007, 0.044], [-0.042, -0.012, -0.004], [-0.105, 0.006, 0.175], [0.142, -0.018, 0.140], [0.270, 0.004, 0.147], [-0.079, 0.081, 0.006], [0.148, -0.163, -0.035], [-0.003, 0.263, 0.108], [-0.069, -0.055, 0.009], [-0.061, 0.061, -0.156], [-0.034, -0.023, -0.018], [-0.021, -0.010, -0.015], [-0.127, -0.110, -0.027]]}

Record 3
{"formula": "C17H12N12SbSe4W", "method": "ωB97M-V/def2-TZVPD", "lumo_ev": 0.6, "largest_force_ev_per_a": 1.90, "orbital_gap_ev": 4.8, "total_charge": -1, "e_above_lowest_kcal_mol": 0.00, "multiplicity": 1, "elements": ["W", "C", "C", "C", "C", "N", "C", "C", "C", "C", "C", "C", "N", "C", "C", "C", "C", "C", "N", "H", "H", "H", "H", "H", "H", "H", "H", "H", "H", "H", "N", "C", "N", "N", "N", "N", "C", "N", "N", "N", "N", "H", "Se", "Sb", "Se", "Se", "Se"], "coordinates": [[0.668729, 0.901917, -0.251813], [0.337561, 0.049218, 4.548590], [-0.971757, 0.466031, 4.742183], [-1.811058, 0.593808, 3.649221], [-1.289746, 0.317750, 2.392308], [-0.024825, -0.034622, 2.203557], [0.775140, -0.179308, 3.257316], [-2.089207, 0.315809, 1.155716], [-3.466027, 0.132460, 1.204794], [-4.165993, -0.074153, 0.040316], [-3.466705, -0.165758, -1.150228], [-2.100546, 0.027133, -1.152556], [-1.436111, 0.365267, -0.020469], [-1.311644, -0.209340, -2.388777], [-1.885718, -0.408748, -3.634297], [-1.063752, -0.666101, -4.718871], [0.305482, -0.738925, -4.532291], [0.806678, -0.510534, -3.263134], [0.014284, -0.243347, -2.233041], [1.031926, -0.025301, 5.372362], [-1.315164, 0.726421, 5.732277], [-2.827786, 0.938932, 3.774557], [1.807019, -0.435919, 3.053591], [-3.959460, 0.108629, 2.163941], [-5.237012, -0.225172, 0.060330], [-3.980952, -0.429794, -2.060380], [-2.953260, -0.335487, -3.776427], [-1.493610, -0.805981, -5.701800], [0.981168, -0.945701, -5.349585], [1.873219, -0.516362, -3.067911], [2.870664, -2.167892, -0.266992], [3.231737, -0.963196, -0.805689], [4.128640, -0.777749, -1.740142], [4.123220, 0.568769, -1.953393], [3.300284, 1.140407, -1.174624], [2.682244, 0.198456, -0.380917], [1.530279, -2.381154, -0.012697], [1.018984, -3.580977, 0.178845], [-0.302189, -3.357220, 0.273275], [-0.563410, -2.109024, 0.152090], [0.603704, -1.426028, -0.027606], [3.388299, -2.974826, -0.574102], [0.008988, 3.540262, 5.880991], [1.974775, 3.747349, 4.516347], [0.102236, 2.570589, -1.739514], [1.295826, 2.381715, 1.332206], [3.394570, 1.846192, 4.876771]], "forces_ev_per_angstrom": [[0.127, -0.659, 1.773], [-0.097, -0.021, 0.084], [0.072, 0.005, 0.034], [-0.006, -0.016, -0.063], [-0.039, 0.040, 0.056], [0.054, -0.052, 0.082], [-0.086, -0.028, -0.129], [0.093, 0.033, -0.059], [-0.068, 0.002, -0.025], [-0.006, 0.006, 0.072], [0.029, -0.081, -0.017], [-0.112, 0.157, -0.049], [-0.414, 0.099, -0.203], [0.078, -0.106, -0.007], [-0.059, 0.009, 0.014], [0.051, -0.004, -0.008], [-0.038, -0.015, -0.020], [0.013, -0.067, 0.070], [-0.132, 0.070, -0.290], [0.004, 0.007, -0.004], [-0.008, -0.020, 0.005], [0.012, 0.023, -0.002], [0.018, 0.015, -0.007], [0.005, -0.013, -0.002], [-0.001, 0.008, -0.002], [0.017, 0.002, 0.005], [0.011, -0.028, 0.011], [-0.002, -0.006, 0.001], [0.000, 0.002, -0.001], [0.004, 0.018, -0.011], [0.123, -0.002, 0.078], [-0.270, -0.012, 0.327], [0.070, 0.028, -0.016], [0.190, -0.203, 0.269], [0.154, 0.458, -0.033], [0.089, 0.225, -1.622], [0.001, 0.007, -0.108], [0.003, -0.008, -0.017], [-0.015, -0.016, -0.001], [0.016, 0.076, 0.088], [-0.020, -0.189, 0.104], [-0.018, 0.003, -0.046], [-0.056, 0.069, -0.002], [0.051, 0.011, 0.214], [0.227, 0.106, -0.334], [-0.126, 0.067, -0.199], [0.061, 0.000, -0.012]]}